<one>
Density functional theory data (ωB97M-V/def2-TZVPD) for 2 unconnected molecules or ions with the total composition C7H14N3.

Each atom is followed by the atoms it is bonded to, with distances in Å.
CARTESIAN COORDINATES (ANGSTROEM)
1 C 2.87933 1.01164 -0.21715  C2 1.383, C4 1.462, H11 1.129
2 C 4.24929 0.85641 -0.11134  C1 1.383, N8 1.401, H12 1.044
3 C 3.31473 -1.17135 0.06090  C4 1.387, N8 1.329, H13 1.132
4 C 2.24550 -0.29192 -0.02628  C1 1.462, C3 1.387, C7 1.449
5 C -3.35283 1.17935 -0.28955  N10 1.389, H14 1.177, H15 1.032, H16 1.085
6 C -3.39089 -1.21192 0.14536  N10 1.463, H17 1.042, H18 1.191, H19 1.073
7 C 0.82961 -0.59075 0.05419  C4 1.449, N9 1.308, H20 1.188
8 N 4.47277 -0.51868 0.04016  C2 1.401, C3 1.329, H21 1.044
9 N -0.04252 0.36817 -0.12171  C7 1.308, H22 0.972, H23 1.040
10 N -2.74950 0.09022 0.32525  C5 1.389, C6 1.463, H24 1.036
11 H 2.27187 1.91919 -0.50341  C1 1.129
12 H 5.00645 1.54365 -0.32176  C2 1.044
13 H 3.22304 -2.26638 0.33159  C3 1.132
14 H -4.47785 1.05853 -0.61277  C5 1.177
15 H -3.26004 2.04883 0.25812  C5 1.032
16 H -2.81184 1.26405 -1.22591  C5 1.085
17 H -2.60065 -1.87647 0.28411  C6 1.042
18 H -4.25341 -1.34684 0.95546  C6 1.191
19 H -3.87802 -1.37566 -0.79614  C6 1.073
20 H 0.37223 -1.66812 0.25941  C7 1.188
21 H 5.42606 -0.93493 0.12832  N8 1.044
22 H 0.26672 1.27474 -0.28519  N9 0.972
23 H -0.98458 0.41756 0.31582  N9 1.040
24 H -2.75548 0.22068 1.35251  N10 1.036

Computed properties:
HOMO: -12.51 eV
Net charge: +1
E_LUMO: -4.2 eV

<two>
Density functional theory data (ωB97M-V/def2-TZVPD) for 2 unconnected molecules or ions with the total composition C7H14N3.

Each atom is followed by the atoms it is bonded to, with distances in Å.
CARTESIAN COORDINATES (ANGSTROEM)
1 C 0.83865 -2.48909 -0.51698  C2 1.197, H11 1.039
2 C -0.29873 -2.11834 -0.56551  C1 1.197, H12 1.053
3 C 1.67662 0.44084 -0.14348  C4 1.331, N8 1.424, N9 1.393
4 C 2.27961 -0.47449 0.61187  C3 1.331, H13 1.045, H14 1.121
5 C -0.69392 0.50621 0.63618  C6 1.457, N8 1.295, N10 1.365
6 C -0.41363 0.01650 1.97953  C5 1.457, H15 1.068, H16 1.116, H17 1.108
7 C -2.17879 0.70971 -1.29770  N10 1.463, H18 1.124, H19 1.093, H20 1.148
8 N 0.27537 0.68519 -0.20432  C3 1.424, C5 1.295, H21 1.004
9 N 2.28286 1.24479 -1.10665  C3 1.393, H22 1.070, H23 0.980
10 N -1.95381 0.41988 0.11835  C5 1.365, C7 1.463, H24 1.004
11 H 1.84700 -2.59293 -0.28792  C1 1.039
12 H -1.32965 -2.07241 -0.77392  C2 1.053
13 H 1.70701 -1.06500 1.25616  C4 1.045
14 H 3.37383 -0.69227 0.72044  C4 1.121
15 H 0.53535 0.41569 2.26235  C6 1.068
16 H -0.28008 -1.08637 1.87779  C6 1.116
17 H -1.14715 0.48597 2.66461  C6 1.108
18 H -1.44278 0.39056 -2.08472  C7 1.124
19 H -3.06712 0.12018 -1.53629  C7 1.093
20 H -2.47075 1.78997 -1.55414  C7 1.148
21 H 0.03402 0.86467 -1.16246  N8 1.004
22 H 3.08209 0.86602 -1.70940  N9 1.070
23 H 2.44699 2.18227 -0.87098  N9 0.980
24 H -2.76836 0.40299 0.70440  N10 1.004

Computed properties:
HOMO: -12.82 eV
Net charge: +1
E_LUMO: -3.5 eV

<three>
Density functional theory data (ωB97M-V/def2-TZVPD) for a gas-phase ion, C7H14N3 (charge +1).

Each atom is followed by the atoms it is bonded to, with distances in Å.
CARTESIAN COORDINATES (ANGSTROEM)
1 C -1.23077 -0.79611 1.72886  N2 1.460, H11 1.224, H12 1.099, H13 1.173
2 N -0.12504 -1.01167 0.79997  C1 1.460, N3 1.451, C6 1.445
3 N 1.06378 -1.48576 1.48413  N2 1.451, C4 1.473, H14 1.103, H15 1.053
4 C 2.10388 -1.18700 0.48507  N3 1.473, C5 1.314, H16 1.122
5 C 1.58251 -0.55643 -0.54349  C4 1.314, C6 1.455, H17 1.083
6 C 0.16059 -0.27569 -0.41054  N2 1.445, C5 1.455, N7 1.415, C8 1.674
7 N -0.51239 -0.77251 -1.55147  C6 1.415, H18 0.995, H19 1.034
8 C 0.00116 1.38865 -0.32659  C6 1.674, C9 1.505, C10 1.481, H20 1.066
9 C -0.02011 2.23704 -1.56942  C8 1.505, C10 1.497, H21 1.080, H22 1.120
10 C -1.26614 2.01414 -0.77002  C8 1.481, C9 1.497, H23 1.060, H24 1.072
11 H -2.16642 -1.48237 1.33922  C1 1.224
12 H -0.92412 -1.08791 2.74355  C1 1.099
13 H -1.58490 0.32028 1.78396  C1 1.173
14 H 1.02046 -2.58667 1.53956  N3 1.103
15 H 1.33686 -1.03578 2.39659  N3 1.053
16 H 3.04132 -1.77574 0.66782  C4 1.122
17 H 1.94288 -0.25637 -1.51963  C5 1.083
18 H -0.15696 -1.55991 -2.04428  N7 0.995
19 H -1.51159 -0.94734 -1.35235  N7 1.034
20 H 0.48053 1.77332 0.54379  C8 1.066
21 H -0.07344 1.74593 -2.52982  C9 1.080
22 H 0.52546 3.21538 -1.54338  C9 1.120
23 H -1.69362 2.79412 -0.19422  C10 1.060
24 H -1.99395 1.32837 -1.15730  C10 1.072

Computed properties:
HOMO: -13.35 eV
Net charge: +1
E_LUMO: -3.5 eV
SMILES string: CN1[NH2+]C=C[C@]1(N)C1CC1

The data favor <one>; the next most stable structure lies 184.5 kJ/mol above it.

<one>
Density functional theory data (ωB97M-V/def2-TZVPD) for 2 unconnected molecules or ions with the total composition C2O3S.

Each atom is followed by the atoms it is bonded to, with distances in Å.
CARTESIAN COORDINATES (ANGSTROEM)
1 O -2.01335 0.91403 -0.67679  C2 1.139
2 C -1.72102 0.41716 0.30534  O1 1.139, O3 1.154
3 O -1.32452 -0.06311 1.27646  C2 1.154
4 O 2.06600 0.53435 1.20287  C5 1.147
5 C 1.73932 -0.16865 0.35722  O4 1.147, S6 1.540
6 S 1.32021 -1.08148 -0.80995  C5 1.540

Computed properties:
HOMO: -10.86 eV
E_LUMO: 0.4 eV
SMILES string: O=C=O.O=C=S

<two>
Density functional theory data (ωB97M-V/def2-TZVPD) for C2O3S in the gas phase.

Each atom is followed by the atoms it is bonded to, with distances in Å.
CARTESIAN COORDINATES (ANGSTROEM)
1 O -2.54787 0.98258 -1.65018  C2 1.712
2 C -1.08599 0.45555 -0.93173  O1 1.712, C3 1.210
3 C -0.51510 0.07789 0.06629  C2 1.210, S4 1.753
4 S 1.11900 -0.42023 0.46077  C3 1.753, O5 1.454, O6 1.406
5 O 1.08676 -1.71290 1.12471  S4 1.454
6 O 1.94320 0.61711 0.93014  S4 1.406

Computed properties:
HOMO (alpha / beta): -11.92 / -10.28 eV
E_LUMO (alpha / beta): -2.8 / -3.5 eV
SMILES string: O=C=C=S(=O)=O

The data favor <one>; the next most stable structure lies 1000.1 kJ/mol above it.